Record 1
Formula: C26H50Cl3GeN6O3RbS2Si
Source: the Open Molecules 2025 dataset
Level of theory: ωB97M-V/def2-TZVPD

```
93
C26H50Cl3GeN6O3RbS2Si (ωB97M-V/def2-TZVPD)
Rb -0.113 0.001 0.373
C -5.381 -1.651 -0.942
C -3.927 -1.276 -0.808
N -3.433 -0.694 0.226
N -4.310 -0.427 1.219
C -3.898 0.229 2.265
N -4.838 0.472 3.207
S -2.310 0.928 2.526
C -3.002 -1.626 -1.899
C -3.401 -2.458 -2.951
C -2.489 -2.799 -3.935
C -1.193 -2.315 -3.853
C -0.881 -1.493 -2.778
N -1.755 -1.144 -1.846
H -5.931 -1.211 -0.116
H -5.504 -2.736 -0.901
H -5.798 -1.290 -1.884
H -5.698 -0.045 3.148
H -4.536 0.811 4.103
H -4.411 -2.843 -2.988
H -2.784 -3.446 -4.751
H -0.446 -2.575 -4.590
H 0.133 -1.123 -2.640
C 0.752 3.901 -0.867
C 0.407 3.142 -2.183
N -0.682 2.215 -1.972
C -1.999 2.641 -2.374
C -2.528 3.817 -1.554
S -2.796 3.427 0.209
C -1.566 4.457 1.077
C -0.220 3.797 1.399
N 0.348 3.106 0.268
H 1.823 4.147 -0.863
H 0.212 4.849 -0.836
H 0.176 3.865 -2.980
H 1.288 2.587 -2.503
H -0.483 1.291 -2.312
H -2.036 2.946 -3.438
H -2.679 1.796 -2.243
H -1.867 4.683 -1.621
H -3.501 4.107 -1.955
H -1.443 5.373 0.496
H -2.046 4.726 2.018
H 0.433 4.586 1.814
H -0.385 3.063 2.186
H 1.065 2.447 0.539
C 2.442 0.018 -3.627
C 3.163 -0.366 -2.326
C 4.218 -1.435 -2.666
C 3.869 0.875 -1.756
O 2.203 -0.848 -1.431
Ge 2.748 -1.660 0.273
O 0.980 -2.277 0.656
C 0.553 -3.614 0.686
C 1.632 -4.555 1.246
C -0.680 -3.670 1.597
C 0.168 -4.091 -0.721
O 2.455 -0.023 1.282
C 2.932 0.121 2.597
C 2.186 -0.812 3.561
C 4.442 -0.160 2.689
C 2.667 1.572 3.016
H 3.125 0.504 -4.326
H 1.618 0.699 -3.407
H 2.026 -0.873 -4.104
H 4.855 -1.103 -3.489
H 3.712 -2.360 -2.952
H 4.841 -1.642 -1.794
H 4.648 1.242 -2.429
H 4.317 0.622 -0.793
H 3.137 1.667 -1.584
H 2.004 -4.170 2.198
H 2.475 -4.620 0.554
H 1.225 -5.556 1.401
H -0.401 -3.370 2.609
H -1.107 -4.675 1.626
H -1.436 -2.972 1.227
H 0.996 -3.893 -1.406
H -0.706 -3.542 -1.073
H -0.058 -5.160 -0.728
H 2.330 -1.852 3.257
H 1.115 -0.593 3.541
H 2.547 -0.684 4.583
H 4.638 -1.218 2.503
H 4.823 0.101 3.678
H 4.975 0.424 1.935
H 1.590 1.761 3.026
H 3.141 2.257 2.308
H 3.058 1.771 4.016
Cl -1.582 3.245 4.834
Si -1.367 1.167 4.810
Cl -2.987 0.461 5.963
Cl 0.103 1.032 6.446
```

Results
Expectation value of S²: 0.7544
Spin multiplicity: 2
Calculated total energy in eV: -167151.62751
Charge: -1
Energy relative to the best compared isomer or geometry (same formula, charge and spin) in eV: 0.217

Löwdin atomic charge list, values in e, 5 entries:
1. Rb 0.74
2. C -0.05
3. C -0.29
4. N 0.05
5. N -0.03

=====

Record 2
Formula: C15H33NO5S2
Source: the Open Molecules 2025 dataset
Level of theory: ωB97M-V/def2-TZVPD

```
56
C15H33NO5S2 (ωB97M-V/def2-TZVPD)
C -14.880 -17.066 -21.280
C -14.878 -16.184 -20.041
N -14.871 -15.503 -19.129
H -13.826 -17.123 -21.553
H -15.491 -16.757 -22.128
H -15.306 -18.051 -21.087
C -10.832 -13.959 -17.581
S -11.789 -13.029 -16.409
O -12.057 -11.627 -16.977
C -13.298 -14.148 -16.590
H -11.116 -15.011 -17.587
H -9.766 -13.998 -17.355
H -10.928 -13.557 -18.589
H -13.911 -13.944 -15.712
H -12.992 -15.189 -16.489
H -13.832 -13.931 -17.515
C -18.366 -14.594 -25.516
S -18.958 -16.140 -24.651
O -19.913 -16.943 -25.550
C -17.275 -16.923 -24.904
H -19.101 -13.792 -25.591
H -18.130 -14.895 -26.536
H -17.551 -14.140 -24.953
H -17.030 -17.036 -25.960
H -17.139 -17.879 -24.398
H -16.461 -16.280 -24.571
C -18.753 -12.989 -21.071
C -18.106 -14.332 -21.188
O -17.033 -14.497 -21.741
C -18.850 -15.586 -20.714
H -19.114 -12.805 -20.059
H -19.625 -12.924 -21.722
H -18.044 -12.221 -21.381
H -19.864 -15.713 -21.093
H -18.816 -15.545 -19.625
H -18.234 -16.462 -20.917
C -18.269 -15.168 -15.230
C -17.922 -16.272 -16.185
O -18.784 -16.907 -16.831
C -16.437 -16.635 -16.211
H -19.336 -15.041 -15.409
H -17.865 -14.228 -15.605
H -18.126 -15.399 -14.174
H -16.217 -17.167 -15.286
H -15.655 -15.892 -16.367
H -16.302 -17.434 -16.939
C -13.696 -18.788 -25.738
C -12.627 -18.300 -24.786
O -12.925 -17.474 -23.951
C -11.309 -18.999 -24.857
H -14.641 -18.274 -25.914
H -13.965 -19.802 -25.442
H -13.163 -18.874 -26.685
H -10.807 -18.573 -25.726
H -11.410 -20.084 -24.904
H -10.747 -18.815 -23.942
```

Results
Expectation value of S²: 0.7575
Spin multiplicity: 2
Calculated total energy in eV: -49476.10091
Charge: +1
Energy relative to the best compared isomer or geometry (same formula, charge and spin) in eV: 0.571

Löwdin atomic charge list, values in e, 5 entries:
1. C -0.04
2. C -0.22
3. N 0.13
4. H 0.06
5. H 0.06

=====

Record 3
Formula: C27H33BF24NO7S
Source: the Open Molecules 2025 dataset
Level of theory: ωB97M-V/def2-TZVPD

```
94
C27H33BF24NO7S (ωB97M-V/def2-TZVPD)
C 1.782 0.544 0.752
C 2.281 0.125 -0.787
C 1.379 -1.157 -1.364
O 0.520 -1.578 -0.227
B 0.049 -2.957 -0.479
C 0.780 -3.940 0.640
C 2.192 -4.604 0.122
C 3.513 -3.621 0.340
C 4.854 -4.578 0.062
S 6.256 -3.648 -0.789
O 6.514 -2.302 -0.069
O 6.018 -3.378 -2.299
O 7.698 -4.614 -0.680
C -1.594 -2.979 -0.386
C -2.625 -2.936 -1.689
C -4.248 -3.001 -1.634
N -4.949 -3.111 -0.323
C -4.075 -3.107 0.885
C -2.456 -3.048 1.046
H 0.669 0.906 0.706
H 2.420 1.478 1.128
H 1.976 -0.307 1.540
H 3.412 -0.175 -0.748
H 2.083 1.033 -1.502
H 0.635 -0.752 -2.195
H 2.041 -2.019 -1.803
H 0.337 -3.372 -1.557
H 0.073 -4.839 0.981
H 0.976 -3.293 1.597
H 2.189 -4.905 -1.027
H 2.449 -5.605 0.709
H 3.573 -2.740 -0.428
H 3.587 -3.199 1.452
H 5.215 -5.055 1.092
H 4.548 -5.472 -0.651
H 8.363 -4.275 -1.372
H -2.128 -2.849 -2.766
H -4.859 -2.976 -2.634
H -4.664 -3.167 1.924
H -1.907 -3.063 2.098
C 4.686 1.498 -5.614
C 3.672 0.977 -4.586
C 2.531 0.143 -5.164
F 1.802 0.816 -6.080
F 1.665 -0.226 -4.182
F 3.203 2.026 -3.856
F 4.362 0.193 -3.698
O 4.484 2.834 -6.087
C 3.525 2.972 -7.137
C 2.263 3.730 -6.704
F 1.677 3.163 -5.619
F 1.332 3.731 -7.693
F 3.260 1.747 -7.651
F 4.156 3.661 -8.125
H 5.655 1.538 -5.101
H 4.845 0.792 -6.440
H 2.910 -0.773 -5.627
H 2.498 4.769 -6.452
C -8.178 -1.238 1.726
C -7.619 -0.251 0.691
C -6.148 0.115 0.871
F -5.889 0.669 2.074
F -5.767 1.029 -0.061
F -8.410 0.857 0.665
F -7.764 -0.832 -0.542
O -8.870 -0.669 2.841
C -8.038 -0.206 3.905
C -8.058 1.321 4.065
F -7.726 1.957 2.913
F -7.163 1.724 5.005
F -6.791 -0.706 3.735
F -8.521 -0.790 5.034
H -8.943 -1.830 1.208
H -7.432 -1.979 2.043
H -5.507 -0.764 0.749
H -9.051 1.669 4.366
C 1.034 5.641 4.307
C 0.673 5.057 2.933
C -0.332 3.908 2.960
F 0.090 2.860 3.698
F -0.544 3.431 1.704
F 1.819 4.703 2.288
F 0.135 6.074 2.190
O 2.228 5.141 4.918
C 2.086 3.902 5.612
C 2.836 2.743 4.939
F 2.469 2.587 3.642
F 2.574 1.565 5.563
F 0.767 3.648 5.791
F 2.595 4.114 6.856
H 1.241 6.706 4.146
H 0.185 5.631 5.002
H -1.298 4.241 3.352
H 3.917 2.912 4.964
```

Results
Spin multiplicity: 1
Calculated total energy in eV: -121078.59526
Charge: -1

Löwdin atomic charge list, values in e, 5 entries:
1. C -0.13
2. C -0.19
3. C -0.21
4. O -0.17
5. B -0.78

=====

no.,maximum force (hartree/bohr)
1,0.025
2,0.069
3,0.132